[1]
# C6H12NO

An isolated ion of composition C6H12NO and charge +1 (ωB97M-V with the def2-TZVPD basis set, the OMol25 dataset).

The geometry in XYZ format:
```
20
Properties=species:S:1:pos:R:3
C -3.0030 -0.7239 -0.1942
N -1.8052 -0.4319 0.1061
C -1.3520 0.9128 0.4879
C -0.2130 1.3662 -0.3672
C 1.0578 0.5286 -0.0641
C 2.2544 1.1461 0.0823
O 0.7495 -0.8081 -0.1546
C 1.7769 -1.8615 0.0807
H -3.7928 -0.0742 -0.2195
H -3.1555 -1.7622 -0.3729
H -0.9608 -0.9123 -0.0219
H -1.1101 0.8642 1.5005
H -2.2632 1.5793 0.1329
H -0.5679 1.2488 -1.3526
H 0.1129 2.4158 -0.2698
H 2.4014 2.2643 -0.0811
H 3.1847 0.7078 0.4648
H 2.5597 -1.8210 -0.7139
H 1.2479 -2.7687 0.4110
H 2.3277 -1.6878 0.9698
```

Properties
- Charge: +1
- SMILES: C=[NH+]CCC(=C)OC
- 2S+1: 1
- Kohn-Sham gap: 7.87 eV
- Maximum force: 4.8 eV/Å

Per-atom natural (NBO) charges, elementary charge units: number 1, C, carries 0.14; number 2, N, carries -0.38; number 3, C, carries -0.22; number 4, C, carries -0.47; number 5, C, carries 0.30; number 6, C, carries -0.49; number 7, O, carries -0.58; number 8, C, carries -0.27; number 9, H, carries 0.22; number 10, H, carries 0.22; number 11, H, carries 0.46; number 12, H, carries 0.24; number 13, H, carries 0.22; number 14, H, carries 0.22; number 15, H, carries 0.27; number 16, H, carries 0.24; number 17, H, carries 0.23; number 18, H, carries 0.22; number 19, H, carries 0.22; number 20, H, carries 0.20

---

[2]
# C2H6NO2P

One molecule with the formula C2H6NO2P (ωB97M-V with the def2-TZVPD basis set, the OMol25 dataset).

The geometry in XYZ format:
```
12
Properties=species:S:1:pos:R:3
C -2.1522 -0.5508 -0.3230
O -0.7294 -0.5468 -0.1026
N 0.0414 0.7743 0.0452
O -0.6680 1.7492 0.2053
C 1.3547 0.7491 0.0094
P 2.2308 -0.8275 -0.0803
H -2.3347 -1.5048 -0.6786
H -2.6273 -0.4578 0.5945
H -2.4110 0.3032 -0.8565
H 1.9169 1.6954 -0.0498
H 3.5755 -0.2277 0.0881
H 1.8031 -1.1560 1.1482
```

Properties
- Charge: 0
- SMILES: CO/[N+]([O-])=C\P
- 2S+1: 1
- Kohn-Sham gap: 9.25 eV
- Maximum force: 3.2 eV/Å

Per-atom natural (NBO) charges, elementary charge units: number 1, C, carries -0.25; number 2, O, carries -0.44; number 3, N, carries 0.37; number 4, O, carries -0.45; number 5, C, carries -0.36; number 6, P, carries 0.33; number 7, H, carries 0.21; number 8, H, carries 0.18; number 9, H, carries 0.20; number 10, H, carries 0.25; number 11, H, carries -0.01; number 12, H, carries -0.02

---

[3]
# C17H33BF3N3O8PS2

A 3-piece molecular cluster, C17H33BF3N3O8PS2 overall (ωB97M-V with the def2-TZVPD basis set, the OMol25 dataset).

The geometry in XYZ format:
```
68
Properties=species:S:1:pos:R:3
C 3.9505 1.5288 3.2796
P 2.3070 1.4644 4.1284
C 2.4239 2.8980 5.2915
C 1.1550 2.0416 2.8171
C 0.1202 3.1062 3.2355
O -0.9601 2.9187 2.4002
B -0.8460 1.5729 1.7024
C -0.7632 1.8066 0.0762
C 0.6172 1.9414 -0.5760
C 1.5347 0.7259 -0.5229
S 0.8631 -0.7488 -1.3953
C 2.2520 -1.8834 -1.2102
S 3.1992 -2.1368 -2.4985
N 2.5054 -2.6212 -0.0267
C 3.1664 -1.8556 1.0523
C 2.2597 -1.6372 2.2393
O 1.9186 -2.8959 2.8057
C 1.5406 -3.8766 1.8632
C 1.3375 -3.3733 0.4462
C -2.1536 0.6348 2.0315
C -2.0946 -0.7093 1.3297
O -3.0573 -0.7811 0.2569
C -2.4027 -1.8751 2.2513
F -3.6089 -1.7537 2.8936
F -2.4464 -3.0768 1.5638
F -1.4454 -2.0176 3.2129
O 0.3612 0.9763 2.3572
H 4.4472 0.5696 3.4085
H 3.8305 1.7309 2.2143
H 4.5988 2.3009 3.6964
H 2.2880 3.8650 4.8072
H 3.4039 2.8535 5.7632
H 1.6664 2.7653 6.0602
H 1.7552 2.4059 1.9652
H 0.5790 4.1006 3.1411
H -0.1247 2.9461 4.2991
H -1.2819 2.7534 -0.1065
H -1.3266 1.0617 -0.4829
H 0.5016 2.2055 -1.6335
H 1.1789 2.7584 -0.1171
H 1.7738 0.4490 0.5014
H 2.4695 0.9601 -1.0393
H 4.0388 -2.4088 1.4104
H 3.5316 -0.9118 0.6509
H 1.3658 -1.0608 1.9929
H 2.8041 -1.0947 3.0128
H 0.6032 -4.3288 2.1940
H 2.2865 -4.6802 1.8442
H 0.4066 -2.8069 0.3569
H 1.2257 -4.2581 -0.1867
H -3.0348 1.1537 1.6462
H -2.3050 0.5300 3.1083
H -1.1106 -0.8837 0.8881
H -2.5945 -1.0603 -0.5320
C -1.4344 -0.0721 -5.4149
N -1.2316 0.8248 -4.2463
O -1.4451 0.3704 -3.1478
O -0.8587 1.9548 -4.4819
H -1.7577 -1.0393 -5.0507
H -2.1834 0.3869 -6.0518
H -0.4868 -0.1440 -5.9391
C -5.6954 -0.7219 -7.9851
N -4.2212 -0.5535 -7.8736
O -3.7658 0.5604 -8.0056
O -3.5735 -1.5508 -7.6487
H -6.1344 0.2482 -8.1815
H -5.8794 -1.4177 -8.7974
H -6.0435 -1.1348 -7.0435
```

Properties
- Charge: -1
- 2S+1: 1
- Kohn-Sham gap: 5.95 eV
- Maximum force: 1.2 eV/Å

Per-atom natural (NBO) charges, elementary charge units: number 1, C, carries -0.94; number 2, P, carries 0.77; number 3, C, carries -0.93; number 4, C, carries -0.20; number 5, C, carries -0.06; number 6, O, carries -0.72; number 7, B, carries 0.86; number 8, C, carries -0.72; number 9, C, carries -0.39; number 10, C, carries -0.50; number 11, S, carries 0.17; number 12, C, carries -0.08; number 13, S, carries 0.06; number 14, N, carries -0.54; number 15, C, carries -0.24; number 16, C, carries -0.11; number 17, O, carries -0.53; number 18, C, carries -0.07; number 19, C, carries -0.25; number 20, C, carries -0.72; number 21, C, carries 0.02; number 22, O, carries -0.72; number 23, C, carries 0.97; number 24, F, carries -0.34; number 25, F, carries -0.36; number 26, F, carries -0.33; number 27, O, carries -0.76; number 28, H, carries 0.22; number 29, H, carries 0.22; number 30, H, carries 0.22; number 31, H, carries 0.22; number 32, H, carries 0.22; number 33, H, carries 0.23; number 34, H, carries 0.15; number 35, H, carries 0.15; number 36, H, carries 0.13; number 37, H, carries 0.22; number 38, H, carries 0.19; number 39, H, carries 0.20; number 40, H, carries 0.20; number 41, H, carries 0.23; number 42, H, carries 0.20; number 43, H, carries 0.19; number 44, H, carries 0.21; number 45, H, carries 0.22; number 46, H, carries 0.20; number 47, H, carries 0.19; number 48, H, carries 0.16; number 49, H, carries 0.20; number 50, H, carries 0.20; number 51, H, carries 0.22; number 52, H, carries 0.21; number 53, H, carries 0.19; number 54, H, carries 0.47; number 55, C, carries -0.49; number 56, N, carries 0.54; number 57, O, carries -0.36; number 58, O, carries -0.39; number 59, H, carries 0.23; number 60, H, carries 0.23; number 61, H, carries 0.23; number 62, C, carries -0.49; number 63, N, carries 0.54; number 64, O, carries -0.37; number 65, O, carries -0.38; number 66, H, carries 0.23; number 67, H, carries 0.23; number 68, H, carries 0.24

---

[4]
# C2H14Br2O5

A 6-piece molecular cluster, C2H14Br2O5 overall (ωB97M-V with the def2-TZVPD basis set, the OMol25 dataset).

The geometry in XYZ format:
```
23
Properties=species:S:1:pos:R:3
Br -2.2999 -1.6982 -0.6118
C -0.8061 -2.4032 -1.6941
C 0.5046 -1.6642 -1.4003
Br 1.9679 -2.6030 -2.3300
H -1.0945 -2.2679 -2.7330
H -0.7020 -3.4712 -1.5370
H 0.6870 -1.7074 -0.3269
H 0.5567 -0.6059 -1.6407
O 0.8903 0.1572 3.1152
H 1.7466 0.0697 2.6771
H 0.2650 0.1921 2.3732
O 2.7688 0.3533 0.9780
H 2.0188 0.8865 0.6766
H 3.2760 0.1657 0.1804
O 1.0675 2.5242 -1.3449
H 2.0127 2.5217 -1.5352
H 0.9824 3.0276 -0.5254
O -3.3305 1.3479 1.2219
H -4.0933 0.7589 1.2044
H -3.6481 2.1532 1.6458
O -0.6289 0.7002 0.7936
H -0.5673 0.6980 -0.1673
H -1.5738 0.8648 0.9803
```

Properties
- Charge: 0
- SMILES: BrCCBr.O.O.O.O.O
- 2S+1: 1
- Kohn-Sham gap: 10.21 eV
- Maximum force: 1.1 eV/Å

Per-atom natural (NBO) charges, elementary charge units: number 1, Br, carries -0.02; number 2, C, carries -0.43; number 3, C, carries -0.45; number 4, Br, carries -0.02; number 5, H, carries 0.22; number 6, H, carries 0.23; number 7, H, carries 0.24; number 8, H, carries 0.22; number 9, O, carries -0.98; number 10, H, carries 0.48; number 11, H, carries 0.49; number 12, O, carries -0.96; number 13, H, carries 0.48; number 14, H, carries 0.48; number 15, O, carries -0.95; number 16, H, carries 0.47; number 17, H, carries 0.48; number 18, O, carries -0.95; number 19, H, carries 0.49; number 20, H, carries 0.49; number 21, O, carries -0.99; number 22, H, carries 0.48; number 23, H, carries 0.51

---

[5]
# CH3N2O2

A 2-piece molecular cluster, CH3N2O2 overall (ωB97M-V with the def2-TZVPD basis set, the OMol25 dataset).

The geometry in XYZ format:
```
8
Properties=species:S:1:pos:R:3
C 1.3018 0.5655 -0.4403
N -0.1287 -0.6209 0.8725
N -1.2884 -0.4877 0.4274
O -2.1318 -1.0534 1.1887
O -1.7212 0.0364 -0.5946
H 0.4973 0.5459 -1.1593
H 2.0168 -0.1174 -0.6899
H 1.4541 1.1317 0.3956
```

Properties
- Charge: -1
- 2S+1: 3
- Kohn-Sham gap (spin up / spin down): 7.25 / 7.63 eV
- ⟨S²⟩: 2.017
- Maximum force: 3.3 eV/Å

Per-atom natural (NBO) charges, elementary charge units: number 1, C, carries -0.54; number 2, N, carries -0.27; number 3, N, carries 0.47; number 4, O, carries -0.58; number 5, O, carries -0.57; number 6, H, carries 0.19; number 7, H, carries 0.13; number 8, H, carries 0.16

---

[6]
# C19H25F3N2O3STa

C19H25F3N2O3STa as an isolated structure (ωB97M-V with the def2-TZVPD basis set, the OMol25 dataset).

The geometry in XYZ format:
```
54
Properties=species:S:1:pos:R:3
Ta 0.1867 0.3042 0.3445
C -1.8629 -0.2722 -1.7136
C -2.1074 -1.6328 -1.8579
C -1.1876 -2.4420 -2.5212
C -0.0206 -1.8945 -3.0524
C 0.2473 -0.5451 -2.9106
C -0.6523 0.2936 -2.2094
H -2.6628 0.3779 -1.3766
H -3.0493 -2.0489 -1.5284
H -1.4136 -3.4858 -2.6854
H 0.6438 -2.5172 -3.6327
H 1.1105 -0.1075 -3.3946
H -0.6042 1.3673 -2.3935
N 1.4148 -0.5453 2.7846
C 1.7454 0.7866 3.3122
C 1.4652 1.7793 2.1945
O 0.9382 2.8499 2.3155
O 1.6490 1.2484 0.9956
H 0.8957 -1.0764 3.4846
H 2.2628 -1.0812 2.6070
H 2.7867 0.8738 3.6406
H 1.1098 1.0529 4.1603
C 4.7021 -4.1881 -0.3453
C 3.5986 -3.2266 -0.3708
C 3.7754 -1.8847 -0.7526
C 2.7302 -0.9997 -0.6865
N 1.4848 -1.3296 -0.2419
C 1.2904 -2.6485 0.0388
C 2.2885 -3.5876 -0.0015
H 5.6558 -3.7357 -0.6034
H 4.5040 -5.0123 -1.0369
H 4.7754 -4.6599 0.6385
H 4.7421 -1.5441 -1.0904
H 2.8765 0.0401 -0.9587
H 0.2870 -2.9331 0.3310
H 2.0692 -4.6120 0.2610
F -2.4762 -0.4912 1.1161
C -1.2628 -0.5677 1.6866
F -1.0567 -1.8238 2.0901
F -1.2649 0.2424 2.7646
O -0.9821 1.7748 0.5221
S -1.5132 3.0539 1.3364
C -3.2116 3.3163 0.7153
C -3.1500 4.4042 -0.3466
C -2.0198 5.3404 0.0672
C -0.8303 4.4552 0.3935
H -3.7764 3.6447 1.5883
H -3.6367 2.3753 0.3712
H -4.1011 4.9342 -0.4043
H -2.9475 3.9748 -1.3286
H -2.3112 5.9340 0.9347
H -1.7661 6.0329 -0.7350
H -0.0723 4.9345 1.0063
H -0.3606 4.0358 -0.4964
```

Properties
- Charge: +3
- 2S+1: 1
- Kohn-Sham gap: 7.58 eV
- Maximum force: 3.3 eV/Å

Per-atom Mulliken charges, elementary charge units: number 1, Ta, carries 0.88; number 2, C, carries 0.12; number 3, C, carries -0.41; number 4, C, carries -0.50; number 5, C, carries -0.55; number 6, C, carries -0.31; number 7, C, carries -0.85; number 8, H, carries 0.45; number 9, H, carries 0.52; number 10, H, carries 0.51; number 11, H, carries 0.54; number 12, H, carries 0.54; number 13, H, carries 0.58; number 14, N, carries -0.42; number 15, C, carries -0.57; number 16, C, carries 0.54; number 17, O, carries -0.51; number 18, O, carries -0.30; number 19, H, carries 0.28; number 20, H, carries 0.26; number 21, H, carries 0.41; number 22, H, carries 0.39; number 23, C, carries -1.38; number 24, C, carries 0.94; number 25, C, carries -1.10; number 26, C, carries -0.38; number 27, N, carries 0.81; number 28, C, carries -0.17; number 29, C, carries -1.14; number 30, H, carries 0.40; number 31, H, carries 0.38; number 32, H, carries 0.38; number 33, H, carries 0.45; number 34, H, carries 0.55; number 35, H, carries 0.50; number 36, H, carries 0.53; number 37, F, carries -0.22; number 38, C, carries 0.32; number 39, F, carries -0.20; number 40, F, carries -0.19; number 41, O, carries -0.08; number 42, S, carries 0.28; number 43, C, carries -0.57; number 44, C, carries -0.56; number 45, C, carries -0.74; number 46, C, carries -0.46; number 47, H, carries 0.50; number 48, H, carries 0.37; number 49, H, carries 0.41; number 50, H, carries 0.28; number 51, H, carries 0.34; number 52, H, carries 0.39; number 53, H, carries 0.48; number 54, H, carries 0.29

---

| no. | total energy (a.u.) |
| --- | --- |
| 1 | -365.467482 |
| 2 | -626.201584 |
| 3 | -2895.821192 |
| 4 | -5608.826661 |
| 5 | -299.662024 |
| 6 | -1828.066650 |